[1]
60
Properties=species:S:1:pos:R:3:forces:R:3:mulliken_charge:R:1 method="wB97M-V/def2-TZVPD" charge=-1 de_lowest_kj_mol=1.1
Cs 1.404 0.781 -0.484 -0.1 -0.1 0.0 1.0493
C 3.593 3.545 -0.899 -0.1 0.0 0.0 -0.2189
C 2.917 3.640 -2.110 0.0 0.0 0.1 -0.3671
C 1.590 4.051 -2.138 0.0 0.0 0.1 -0.3495
C 0.937 4.373 -0.953 0.1 0.0 0.0 -0.2411
C 1.617 4.290 0.258 0.0 0.0 -0.1 -0.3858
C 2.941 3.873 0.286 0.1 0.0 -0.1 -0.3134
H 4.615 3.190 -0.871 0.0 0.0 0.0 0.2351
H 3.423 3.379 -3.031 0.0 0.0 0.0 0.3330
H 1.059 4.105 -3.079 0.0 0.0 0.0 0.3294
H -0.105 4.666 -0.970 0.0 0.0 0.0 0.3108
H 1.104 4.531 1.180 0.0 0.0 0.0 0.3440
H 3.463 3.780 1.230 0.0 0.0 0.0 0.3367
C 0.265 -2.956 0.442 0.0 0.0 0.0 -1.0604
N 1.285 -2.083 0.993 0.0 -0.1 0.0 0.3645
C 0.999 -1.794 2.385 0.0 0.0 0.0 -0.9789
C 2.615 -2.681 0.836 0.0 0.0 0.0 -0.7786
C 3.738 -1.755 1.254 0.0 0.0 0.0 0.3924
C 4.462 -2.069 2.403 0.0 0.0 0.0 -0.3545
C 5.485 -1.236 2.844 0.0 0.0 0.0 -0.5242
C 5.762 -0.087 2.118 0.0 0.0 0.0 -0.4929
C 5.020 0.199 0.970 0.0 0.0 0.0 -0.1199
C 3.987 -0.609 0.464 0.1 0.0 0.0 -1.0690
H 0.227 -3.929 0.965 0.0 0.0 0.0 0.3578
H 0.473 -3.145 -0.612 0.0 0.0 0.0 0.3092
H -0.714 -2.482 0.506 0.0 0.0 0.0 0.1831
H 1.016 -2.705 3.011 0.0 0.0 0.0 0.3235
H 0.008 -1.343 2.472 0.0 0.0 0.0 0.2091
H 1.743 -1.103 2.782 0.0 0.0 0.0 0.2903
H 2.732 -2.920 -0.224 0.0 0.0 0.0 0.4253
H 2.661 -3.632 1.403 0.0 0.0 0.0 0.3107
H 4.226 -2.969 2.968 0.0 0.0 0.0 0.2709
H 6.049 -1.481 3.738 0.0 0.0 0.0 0.3464
H 6.557 0.580 2.444 0.0 0.0 0.0 0.3568
H 5.291 1.114 0.435 0.0 0.0 0.0 0.2923
C -5.609 -3.062 -2.516 0.0 0.0 0.0 -0.3732
C -4.394 -3.591 -2.930 0.0 0.0 0.0 -0.5533
C -3.217 -2.901 -2.690 0.0 0.0 0.0 -0.6768
C -3.202 -1.666 -2.030 0.0 -0.1 0.0 1.0926
C -4.438 -1.148 -1.622 0.0 0.0 0.0 -0.0145
C -5.617 -1.836 -1.863 0.0 0.0 0.0 -0.7436
C -1.899 -0.994 -1.809 0.0 0.0 0.0 -1.1121
C -1.591 0.084 -1.081 -0.2 -0.1 -0.1 -1.1353
C -2.476 0.874 -0.282 0.1 0.1 0.0 0.4913
C -3.001 2.106 -0.744 0.0 0.0 0.0 -0.1453
C -3.763 2.924 0.070 0.0 0.0 0.0 -0.5429
C -4.029 2.577 1.393 0.0 0.0 0.0 -0.4744
C -3.512 1.379 1.875 0.0 0.0 0.0 -0.5550
C -2.753 0.550 1.067 0.0 0.0 0.0 0.0310
H -6.534 -3.594 -2.701 0.0 0.0 0.0 0.3547
H -4.365 -4.547 -3.442 0.0 0.0 0.0 0.3532
H -2.272 -3.322 -3.017 0.0 0.0 0.0 0.2925
H -4.474 -0.196 -1.114 0.0 0.0 0.0 0.3113
H -6.558 -1.408 -1.535 0.0 0.0 0.0 0.3738
H -1.094 -1.521 -2.335 0.0 0.0 0.0 0.1210
H -2.799 2.396 -1.770 0.0 0.0 0.0 0.3726
H -4.158 3.851 -0.331 0.0 0.0 0.0 0.3596
H -4.619 3.225 2.029 0.0 0.0 0.0 0.3632
H -3.706 1.084 2.900 0.0 0.0 0.0 0.3720
H -2.366 -0.383 1.465 0.0 0.0 0.0 0.3212

***

[2]
69
Properties=species:S:1:pos:R:3:forces:R:3:mulliken_charge:R:1 method="wB97M-V/def2-TZVPD" charge=+1
C 5.019 -0.414 -0.569 -1.0 1.2 -0.1 -0.8291
C 4.804 0.955 -1.392 1.1 -2.8 -2.0 0.5809
O 5.018 0.940 -2.608 -0.6 1.1 3.6 -0.4919
N 4.315 2.106 -0.602 -2.0 -0.3 -0.9 0.1236
C 4.711 3.429 -1.175 0.7 1.6 0.2 -0.8003
C 2.875 1.934 -0.512 -1.3 -0.2 -0.5 -0.0346
N 1.949 2.005 -1.606 -0.1 -1.1 6.8 -0.4017
C 0.713 1.731 -0.872 3.4 0.4 -0.9 0.6052
N -0.417 1.753 -1.585 -0.2 -0.4 1.6 -0.4874
I -2.193 1.430 -0.609 0.4 0.1 -0.4 0.2849
N 0.938 1.483 0.505 -1.7 0.5 -3.1 -0.0876
N 2.281 1.622 0.743 1.2 0.7 -3.0 -0.0063
H 5.035 -0.228 0.553 0.3 -0.3 -1.5 0.1974
H 4.088 -1.038 -0.790 1.4 0.6 0.2 0.2007
H 5.956 -0.908 -0.967 -1.3 0.5 0.6 0.4224
H 4.822 3.450 -2.302 -0.4 -0.3 1.3 0.3280
H 3.981 4.238 -0.834 0.9 -1.2 -0.5 0.3129
H 5.726 3.698 -0.710 -1.5 -0.5 -0.7 0.3132
H -0.368 1.968 -2.585 0.1 -0.1 0.6 0.3055
H 0.187 1.250 1.172 1.0 0.2 -0.2 0.1488
H 2.726 1.498 1.666 -0.4 0.1 -0.9 0.2966
F 5.160 -1.486 2.730 0.2 0.1 -0.1 -0.3224
C 3.990 -2.066 3.054 -0.7 -0.4 0.2 0.1803
C 3.272 -2.740 2.079 0.1 0.1 -0.2 -0.3389
C 2.065 -3.344 2.414 0.0 0.2 0.3 -0.4506
C 1.585 -3.258 3.718 -0.1 0.0 0.1 -0.2709
C 2.312 -2.574 4.688 0.0 0.0 -0.3 -0.5012
C 3.525 -1.979 4.356 0.1 0.2 0.1 -0.4129
H 3.657 -2.789 1.067 0.1 -0.1 0.1 0.4594
H 1.499 -3.881 1.661 0.1 0.0 0.1 0.4097
H 0.642 -3.726 3.978 0.1 0.1 0.0 0.4283
H 1.935 -2.505 5.702 0.1 0.0 -0.1 0.3867
H 4.109 -1.450 5.100 0.0 0.0 -0.1 0.4462
F -5.966 0.293 0.796 0.2 0.0 0.2 -0.2926
C -6.572 0.228 -0.403 -0.4 -0.1 -0.7 0.4804
C -5.887 0.646 -1.531 0.1 0.0 0.1 0.0155
C -6.508 0.576 -2.773 -0.2 -0.1 0.1 -0.5689
C -7.812 0.098 -2.870 0.0 0.0 -0.1 -0.4321
C -8.492 -0.314 -1.728 0.3 0.1 -0.1 -0.4019
C -7.867 -0.254 -0.487 -0.1 0.0 0.2 -0.3285
H -4.876 1.023 -1.433 -0.1 0.0 -0.1 -0.0491
H -5.978 0.894 -3.664 0.0 0.0 0.1 0.3464
H -8.298 0.048 -3.838 0.1 0.0 0.1 0.3729
H -9.509 -0.682 -1.804 0.1 0.0 0.0 0.3703
H -8.378 -0.580 0.411 0.1 0.0 0.0 0.4172
F -1.216 -4.363 2.764 0.0 0.2 0.1 -0.3150
C -1.514 -5.505 2.115 -0.2 -0.8 -0.4 0.3454
C -1.660 -6.678 2.835 0.0 0.1 0.2 -0.3775
C -1.972 -7.856 2.165 0.0 0.2 -0.3 -0.4326
C -2.125 -7.848 0.781 0.0 0.0 0.0 -0.4696
C -1.971 -6.663 0.068 0.0 -0.1 0.3 -0.3991
C -1.669 -5.483 0.739 0.1 0.2 0.0 -0.2625
H -1.529 -6.667 3.911 0.0 0.0 -0.1 0.4058
H -2.096 -8.779 2.720 0.0 0.1 0.0 0.3639
H -2.364 -8.768 0.259 0.0 0.1 0.0 0.3718
H -2.086 -6.659 -1.010 0.0 0.0 0.1 0.3517
H -1.555 -4.549 0.200 0.0 0.0 0.0 0.4155
F 3.128 6.330 -3.624 0.1 0.0 0.0 -0.3136
C 2.069 6.363 -2.803 -0.5 0.1 0.4 0.0102
C 1.526 5.172 -2.348 0.1 -0.2 -0.1 -0.2657
C 0.429 5.206 -1.492 0.1 0.4 0.0 0.0817
C -0.117 6.429 -1.111 -0.1 -0.1 0.1 -0.7025
C 0.434 7.617 -1.579 0.1 -0.3 0.0 -0.3534
C 1.537 7.585 -2.426 0.1 0.1 -0.1 -0.4694
H 1.959 4.231 -2.662 0.0 0.1 0.0 0.6471
H -0.002 4.280 -1.121 0.0 0.2 -0.1 0.2329
H -0.975 6.454 -0.447 0.1 0.0 -0.1 0.3989
H 0.006 8.569 -1.285 0.1 -0.1 0.0 0.3798
H 1.985 8.501 -2.793 0.0 -0.1 0.0 0.4315

***

[3]
67
Properties=species:S:1:pos:R:3:forces:R:3:mulliken_charge:R:1 method="wB97M-V/def2-TZVPD" charge=-1 de_lowest_kj_mol=0.0
Hf 0.121 -0.125 0.901 0.5 0.6 -0.1 0.7113
C -1.072 2.992 -1.321 0.0 0.1 -0.1 -2.6195
C -1.198 1.781 -0.406 0.0 -0.4 0.4 2.4743
N -0.243 1.904 0.712 -0.2 0.0 -0.2 -0.8918
N -0.584 2.803 1.684 0.2 -0.1 0.2 0.0698
C -0.110 2.495 2.830 -0.1 -0.1 -0.1 0.4185
S 0.862 1.049 3.138 -0.1 0.1 0.1 -0.6030
S -0.467 3.528 4.229 0.1 0.0 0.1 -0.2348
C -1.752 4.615 3.545 -0.1 0.0 0.0 -0.4051
C -1.270 5.949 3.047 0.1 0.0 0.0 0.4853
C -1.738 7.124 3.622 0.0 0.0 0.0 -0.5744
C -1.316 8.365 3.162 0.0 0.0 0.0 -0.5539
C -0.414 8.444 2.115 0.0 0.0 0.0 -0.3570
C 0.064 7.274 1.535 0.0 0.0 0.0 -0.7700
C -0.356 6.038 1.995 0.0 0.0 0.0 0.0554
C -2.590 1.592 0.206 -0.2 -0.1 0.1 0.4023
C -3.663 2.413 -0.104 0.0 0.0 0.0 -1.2717
C -4.918 2.256 0.477 0.0 0.1 -0.1 -1.0406
C -5.110 1.254 1.411 0.0 -0.1 0.1 -0.4646
C -4.058 0.415 1.754 -0.1 0.2 -0.2 -0.6563
C -2.799 0.561 1.165 0.0 0.0 -0.1 0.8665
O -1.841 -0.297 1.527 0.0 -0.4 0.1 -0.7650
H -1.181 3.891 -0.710 0.0 0.0 0.0 0.4231
H -0.070 2.982 -1.749 0.0 0.0 0.0 0.4571
H -1.802 3.030 -2.128 0.0 0.0 0.0 0.3337
H -2.229 4.052 2.741 0.0 0.0 0.0 0.0109
H -2.482 4.766 4.341 0.0 0.0 0.0 0.4506
H -2.445 7.068 4.443 0.0 0.0 0.0 0.3025
H -1.693 9.269 3.626 0.0 0.0 0.0 0.3546
H -0.081 9.409 1.752 0.0 0.0 0.0 0.3552
H 0.771 7.325 0.716 0.0 0.0 0.0 0.3841
H 0.011 5.122 1.548 0.0 0.0 0.0 0.3443
H -3.518 3.213 -0.819 0.0 0.0 0.0 0.3828
H -5.730 2.921 0.207 0.0 0.0 0.0 0.3645
H -6.076 1.120 1.884 0.0 0.0 0.0 0.3433
H -4.185 -0.371 2.487 0.0 0.0 0.0 0.3833
S 3.724 -2.798 -0.852 0.1 -0.1 0.0 -0.3031
C 4.106 -1.188 -1.295 -0.1 0.1 0.1 -0.3897
C 3.229 -0.291 -0.758 0.1 0.1 0.0 -0.5031
C 2.191 -0.868 0.041 0.2 -0.2 -0.1 -0.4768
C 2.372 -2.229 0.067 -0.4 0.0 0.2 0.4069
C 1.426 -3.121 0.724 0.0 -0.1 0.0 0.8499
C 1.544 -4.512 0.753 -0.1 0.0 0.1 -0.9215
C 0.573 -5.260 1.394 0.1 0.0 -0.1 -0.3306
C -0.510 -4.628 1.989 -0.1 0.1 0.0 -0.7850
C -0.575 -3.247 1.911 0.0 -0.2 0.0 -0.2930
N 0.364 -2.521 1.307 -0.1 0.1 0.0 -0.4696
H 4.962 -0.996 -1.923 0.0 0.0 0.0 0.4508
H 3.309 0.773 -0.935 0.0 0.0 0.0 0.4137
H 2.390 -4.987 0.277 0.0 0.0 0.0 0.3711
H 0.659 -6.339 1.423 0.0 0.0 0.0 0.4040
H -1.290 -5.181 2.492 0.0 0.0 0.0 0.4066
H -1.401 -2.679 2.326 0.0 0.0 0.0 0.4768
C -2.586 -0.954 -1.671 -0.1 0.0 0.0 -1.6778
C -1.254 -0.262 -2.019 -0.1 0.0 0.0 1.9483
C -1.481 0.586 -3.276 0.0 0.0 -0.1 -1.8954
C -0.239 -1.356 -2.366 0.0 -0.1 0.0 -1.6395
N -0.674 0.492 -0.917 0.0 0.1 -0.3 0.4971
H -2.897 -1.604 -2.495 0.0 0.0 0.0 0.5273
H -3.382 -0.231 -1.491 0.0 0.0 0.0 0.3223
H -2.487 -1.564 -0.770 0.0 0.0 0.0 0.1777
H -1.748 -0.056 -4.121 0.0 0.0 0.0 0.4938
H -0.580 1.145 -3.536 0.0 0.0 0.0 0.3033
H -2.297 1.293 -3.132 0.0 0.0 0.0 0.3073
H -0.596 -1.966 -3.200 0.0 0.0 0.0 0.5361
H -0.083 -2.032 -1.518 0.0 0.0 0.0 0.2858
H 0.729 -0.923 -2.623 0.0 0.0 0.0 0.3406

***

Record order is preserved below.
Strongest force on any atom: 0.25, 6.89, 0.82 eV/A
Record order is preserved below.
HOMO-LUMO gap: 5.2, 6.8, 6.1 eV